1.
{
  "formula": "C15H35N5O5",
  "method": "ωB97M-V with the def2-TZVPD basis set",
  "smiles": "CN(C)C=O.CN(C)C=O.CN(C)C=O.CN(C)C=O.CN(C)C=O",
  "species": ["C", "O", "N", "C", "C", "H", "H", "H", "H", "H", "H", "H", "C", "O", "N", "C", "C", "H", "H", "H", "H", "H", "H", "H", "C", "O", "N", "C", "C", "H", "H", "H", "H", "H", "H", "H", "C", "O", "N", "C", "C", "H", "H", "H", "H", "H", "H", "H", "C", "O", "N", "C", "C", "H", "H", "H", "H", "H", "H", "H"],
  "xyz": [[23.46749, 14.95741, -9.26763], [23.09067, 14.53654, -8.18739], [22.71466, 15.04735, -10.38093], [23.25822, 15.59271, -11.60339], [21.29122, 14.81162, -10.31735], [24.51731, 15.26242, -9.42067], [23.39561, 14.79700, -12.33882], [24.24341, 16.02662, -11.42125], [22.66772, 16.42634, -11.98901], [20.94370, 13.97570, -9.71816], [20.83609, 15.69727, -9.84593], [20.84379, 14.80277, -11.30926], [21.96947, 21.56425, -3.47874], [22.83783, 22.41984, -3.55208], [21.17298, 21.24692, -4.51475], [20.24330, 20.14566, -4.47581], [21.25242, 21.92034, -5.79375], [21.73333, 20.95017, -2.59482], [20.59983, 19.34233, -5.13736], [19.25476, 20.40876, -4.85427], [20.13435, 19.63964, -3.51706], [21.67347, 21.30314, -6.58566], [20.24726, 22.22930, -6.08504], [21.84752, 22.82595, -5.71752], [26.84782, 17.94618, -4.82872], [26.93510, 18.39301, -5.94490], [25.85797, 18.31019, -3.94344], [25.66751, 17.48447, -2.77530], [25.07064, 19.50764, -4.13783], [27.53256, 17.19198, -4.41870], [26.14527, 17.88922, -1.87485], [25.98354, 16.45014, -2.88351], [24.60175, 17.46668, -2.52720], [25.36188, 20.01767, -5.05350], [24.04357, 19.19024, -4.35873], [25.13222, 20.16528, -3.27430], [21.51124, 18.25910, -8.42676], [20.61576, 18.97921, -8.82948], [22.78822, 18.63524, -8.20950], [23.76034, 17.71620, -7.64309], [23.17500, 20.00172, -8.52236], [21.33585, 17.20903, -8.14451], [24.45420, 17.39061, -8.41895], [23.26613, 16.81514, -7.28635], [24.25074, 18.21536, -6.80914], [23.60706, 20.47872, -7.63770], [23.83823, 20.03180, -9.38266], [22.26102, 20.57848, -8.64775], [17.86842, 19.27011, -11.77548], [16.94092, 19.94857, -12.18566], [18.80434, 18.66868, -12.54324], [19.93654, 17.99043, -11.97476], [18.77890, 18.85127, -13.97475], [18.00495, 19.16328, -10.68376], [20.76653, 18.63948, -11.67885], [20.39587, 17.30858, -12.69723], [19.65417, 17.36388, -11.12980], [19.65565, 19.35767, -14.38687], [18.67532, 17.89599, -14.49466], [17.94584, 19.45928, -14.31938]]
}

=====

2.
{
  "formula": "C15H35N5O5",
  "method": "ωB97M-V with the def2-TZVPD basis set",
  "multiplicity": 2,
  "charge": 1,
  "s2": 0.7750,
  "species": ["C", "O", "N", "C", "C", "H", "H", "H", "H", "H", "H", "H", "C", "O", "N", "C", "C", "H", "H", "H", "H", "H", "H", "H", "C", "O", "N", "C", "C", "H", "H", "H", "H", "H", "H", "H", "C", "O", "N", "C", "C", "H", "H", "H", "H", "H", "H", "H", "C", "O", "N", "C", "C", "H", "H", "H", "H", "H", "H", "H"],
  "xyz": [[-1.19420, -4.59439, 0.45491], [-1.32462, -5.15695, 1.53681], [-2.21529, -4.39034, -0.38147], [-3.60150, -4.80475, -0.12349], [-1.89472, -3.79974, -1.67370], [-0.20303, -4.38482, 0.02377], [-3.83283, -4.86223, 0.94013], [-3.72545, -5.79833, -0.55423], [-4.24177, -4.01773, -0.52194], [-1.54763, -4.57958, -2.35155], [-2.66728, -3.23728, -2.19799], [-1.07691, -3.12350, -1.42475], [0.81046, -0.42138, -1.12725], [1.99532, -0.08775, -0.98849], [-0.21210, -0.07296, -0.27436], [-1.63041, -0.31783, -0.58030], [0.15942, 0.64756, 0.91233], [0.42359, -1.08571, -1.91541], [-1.92460, -1.06738, -1.31496], [-2.03317, 0.64051, -0.90814], [-2.13050, -0.42932, 0.38177], [1.19620, 0.79608, 1.21419], [-0.24845, 1.65799, 0.88446], [-0.27976, 0.09645, 1.74390], [2.49448, -2.94542, 1.01879], [1.59629, -3.29948, 0.28606], [2.34552, -2.52217, 2.30360], [1.03445, -2.47401, 2.91946], [3.53922, -1.84654, 2.91522], [3.51932, -2.77415, 0.65466], [0.73251, -1.53988, 3.39310], [1.09946, -3.14567, 3.77546], [0.27711, -2.77028, 2.19367], [4.08373, -2.60647, 3.47566], [4.19758, -1.39841, 2.17101], [3.34187, -1.06110, 3.64476], [-4.76276, 3.17080, -3.47672], [-4.54824, 1.92549, -3.46849], [-3.96719, 4.04601, -2.79679], [-3.11240, 3.67014, -1.69723], [-4.06405, 5.46503, -2.98236], [-5.48645, 3.73068, -4.08911], [-3.34753, 2.72337, -1.21099], [-3.21812, 4.48837, -0.98489], [-2.04377, 3.69103, -1.91099], [-3.03892, 5.83265, -3.02777], [-4.62747, 5.71658, -3.88090], [-4.46747, 6.02771, -2.14049], [3.71727, 1.82526, 2.23375], [4.41980, 1.49096, 3.18970], [4.12134, 2.51101, 1.16190], [3.18152, 2.73228, 0.06608], [5.46215, 2.90125, 0.85176], [2.68822, 1.46770, 2.07437], [3.44506, 2.10135, -0.78278], [3.20901, 3.77688, -0.24399], [2.14471, 2.56882, 0.36005], [6.15483, 2.49125, 1.58674], [5.75522, 2.43726, -0.09000], [5.52292, 3.98511, 0.75347]]
}

=====

3.
{
  "formula": "C15H35N5O8",
  "method": "ωB97M-V with the def2-TZVPD basis set",
  "smiles": "COC(=O)OC.CNC(C)=O.CNC(C)=O.CC(N)=O.CC(N)=O.CC(N)=O",
  "species": ["C", "O", "C", "O", "O", "C", "H", "H", "H", "H", "H", "H", "C", "C", "O", "N", "C", "H", "H", "H", "H", "H", "H", "H", "C", "C", "O", "N", "C", "H", "H", "H", "H", "H", "H", "H", "O", "C", "N", "C", "H", "H", "H", "H", "H", "O", "C", "N", "C", "H", "H", "H", "H", "H", "O", "C", "N", "C", "H", "H", "H", "H", "H"],
  "xyz": [[1.95335, 3.44734, 5.37541], [1.02070, 3.54518, 4.26988], [0.54689, 4.69767, 3.93372], [0.59319, 5.75192, 4.57680], [-0.11014, 4.66267, 2.74695], [-0.29227, 3.50473, 1.90116], [2.87867, 4.01468, 5.27534], [2.27221, 2.40911, 5.46770], [1.50334, 3.59807, 6.35667], [-1.01270, 2.77738, 2.27537], [0.59938, 2.89175, 1.76953], [-0.67257, 3.79080, 0.92053], [-0.62094, -1.53572, 1.64315], [-0.16355, -0.55789, 0.59464], [-0.48331, -0.80148, -0.59100], [0.73669, 0.38783, 0.94316], [1.53986, 1.13135, -0.04557], [-0.52574, -2.53471, 1.21763], [-1.57728, -1.23646, 2.07205], [0.14362, -1.46298, 2.41662], [0.98717, 0.39709, 1.92156], [2.26933, 0.47228, -0.51632], [2.09053, 1.92093, 0.46573], [0.96717, 1.49901, -0.89701], [-3.18595, -2.89404, -0.86588], [-3.35488, -4.41019, -1.20627], [-3.11625, -5.25994, -0.30321], [-3.80155, -4.73610, -2.45032], [-3.92846, -5.97497, -3.00276], [-2.61712, -2.38996, -1.64718], [-2.53509, -2.93214, 0.00763], [-4.10087, -2.37031, -0.58890], [-3.72355, -4.06053, -3.19706], [-4.73336, -6.36733, -2.38124], [-3.07595, -6.65317, -2.96552], [-4.40503, -5.91462, -3.98120], [1.87999, -2.37034, -3.91057], [1.73034, -1.27137, -4.48425], [1.13035, -0.36530, -3.73648], [2.09347, -1.11623, -6.04310], [1.02244, -0.59735, -2.75944], [1.14630, 0.58645, -4.07415], [1.41573, -0.38845, -6.48929], [1.69928, -2.03950, -6.46771], [3.17978, -1.02662, -6.04221], [-2.84620, 2.16881, -4.03424], [-2.39515, 2.29183, -2.90129], [-1.15336, 2.43965, -2.68852], [-3.34604, 2.26009, -1.66410], [-0.51680, 2.55218, -3.46456], [-0.86217, 2.51498, -1.72435], [-2.77292, 1.71822, -0.91176], [-4.26808, 1.81082, -2.03302], [-3.48565, 3.31534, -1.42945], [2.91566, 1.40969, 3.18594], [3.59604, 0.47529, 3.58896], [4.74104, 0.69989, 4.22211], [3.20162, -1.07719, 3.41713], [5.13361, 1.62968, 4.18372], [5.29956, 0.02564, 4.72565], [4.10186, -1.67706, 3.55064], [2.87072, -1.30276, 2.40336], [2.42319, -1.47377, 4.06895]]
}

=====

Electronic energy for every record listed, in sequence, given in eV: -33810.2237; -33800.1834; -39953.2037.